1.
{"formula": "C20H22BF2N4SiY", "method": "ωB97M-V/def2-TZVPD", "gap_ev": 5.4, "energy_ev": -42091.863, "charge": 0, "de_lowest_kcal_mol": 15.48, "homo_energy_ev": -7.11, "mol_weight_g_mol": 484.22, "symbols": ["N", "H", "C", "H", "H", "H", "H", "C", "F", "N", "H", "H", "H", "H", "H", "N", "H", "H", "H", "H", "H", "C", "Si", "C", "Y", "C", "F", "C", "C", "H", "C", "H", "C", "C", "H", "C", "B", "H", "C", "C", "C", "C", "H", "N", "C", "C", "H", "C", "H", "C", "C"], "positions_angstrom": [[0.82206, 1.45221, 0.85185], [-2.27017, -2.07761, -5.32463], [2.50841, 0.75564, -0.70349], [-2.95714, -2.05621, 2.46611], [-3.30483, -0.34821, 2.14270], [4.11356, 0.23967, -2.04794], [0.54715, 0.10947, 5.24037], [2.11994, 1.30225, 0.56634], [-1.50309, 3.97700, -2.04565], [1.78344, -0.38887, -2.49620], [-2.15363, 3.12831, 3.85945], [-2.52890, -0.29108, -3.63024], [-4.08138, -1.61979, -0.73457], [1.58654, 0.01216, 3.00815], [-1.06214, 3.07261, 1.63973], [-0.54169, -0.28067, -3.07959], [-0.76622, -3.47246, 1.06529], [-2.84915, -2.57675, -1.57317], [0.00982, -3.05536, -5.68054], [5.89549, 0.95794, -0.49318], [5.26613, 1.87946, 1.73971], [-0.43150, -2.58068, 0.52204], [-1.83934, -1.31711, 0.35596], [4.48511, 1.55169, 1.06202], [-0.73978, 0.93124, -0.87450], [4.85256, 1.02793, -0.21372], [-3.31034, 2.84422, -1.35815], [0.78829, 0.71863, 3.20561], [-0.86909, 1.63243, 4.70447], [2.93694, 2.10188, 2.40804], [-3.19799, -2.25090, -0.58499], [-3.51602, -3.14504, -0.03366], [-0.14819, -2.27220, -4.94990], [0.34060, 1.55016, 2.17878], [1.91541, -2.18266, -4.29942], [-1.56248, -0.74345, -3.81363], [-1.96139, 2.82475, -1.50797], [-1.33885, 1.65858, 5.67947], [-0.72096, 2.41551, 2.43322], [3.18801, 1.67800, 1.44585], [-1.41530, -1.73559, -4.75909], [0.90892, -1.80156, -4.19626], [0.42069, -2.15647, 1.06769], [1.48604, 0.31354, -1.50363], [0.67162, -0.80801, -3.25925], [3.87956, 0.63719, -1.07078], [-0.06526, -2.90472, -0.46052], [0.19222, 0.76799, 4.45658], [-1.73489, -0.81214, 2.80540], [-2.52309, -1.11479, 2.10570], [-1.32572, 2.45186, 3.68411]], "atomic_forces_ev_per_a": [[-0.5, -0.3, -0.4], [0.0, 0.0, 0.0], [0.2, 0.1, 0.2], [0.1, 0.1, 0.0], [0.1, -0.1, 0.0], [0.0, 0.0, 0.0], [0.0, 0.0, 0.0], [0.1, 0.0, 0.0], [-0.1, 0.0, 0.0], [-0.1, -0.5, -0.9], [0.0, 0.0, 0.0], [0.0, 0.0, 0.0], [0.1, -0.1, 0.0], [0.0, 0.0, 0.0], [0.0, 0.0, 0.0], [-0.1, 0.2, 0.5], [0.0, 0.0, 0.0], [-0.1, 0.0, 0.1], [0.0, 0.0, 0.0], [0.0, 0.0, 0.0], [0.0, 0.0, 0.0], [0.2, -0.1, 0.0], [-0.5, -0.4, 0.2], [0.2, -0.1, -0.2], [1.8, -1.7, 1.0], [0.1, 0.1, 0.3], [0.0, 0.1, -0.1], [0.0, -0.1, 0.1], [0.0, 0.0, 0.0], [0.0, 0.0, 0.0], [-0.1, -0.1, -0.1], [0.0, 0.1, -0.1], [0.1, -0.1, 0.0], [0.1, 0.1, -0.3], [0.0, 0.0, 0.0], [0.0, 0.1, 0.1], [-1.5, 2.3, -0.8], [0.0, 0.0, 0.0], [-0.1, 0.1, 0.1], [-0.2, 0.0, -0.1], [0.0, 0.0, 0.0], [0.1, -0.2, -0.2], [-0.1, -0.1, 0.0], [0.5, 0.3, 0.5], [0.3, 0.0, 0.0], [-0.4, -0.1, 0.0], [0.0, 0.0, 0.1], [0.0, 0.0, 0.0], [-0.1, 0.0, -0.1], [-0.1, 0.0, 0.2], [0.0, 0.0, -0.1]], "nbo_charge": [-0.760, 0.235, 0.045, 0.220, 0.227, 0.232, 0.215, 0.243, -0.515, -0.223, 0.216, 0.215, 0.224, 0.221, 0.216, -0.563, 0.227, 0.213, 0.228, 0.219, 0.216, -1.075, 0.661, -0.138, 1.769, -0.267, -0.518, -0.276, -0.237, 0.229, -1.074, 0.222, -0.134, 0.222, 0.241, 0.077, 0.456, 0.216, -0.279, -0.277, -0.257, -0.227, 0.223, -0.261, 0.322, -0.173, 0.217, -0.192, 0.231, -1.076, -0.176]}

---

2.
{"formula": "C20H22BNO5", "method": "ωB97M-V/def2-TZVPD", "gap_ev": 8.0, "energy_ev": -33503.163, "charge": 0, "de_lowest_kcal_mol": 25.80, "homo_energy_ev": -7.96, "mol_weight_g_mol": 367.21, "symbols": ["O", "H", "H", "B", "C", "C", "H", "H", "O", "C", "N", "C", "H", "C", "C", "H", "C", "O", "H", "H", "H", "H", "C", "C", "C", "C", "C", "C", "O", "H", "H", "H", "H", "H", "H", "C", "C", "H", "C", "C", "C", "H", "H", "H", "O", "C", "H", "H", "C"], "positions_angstrom": [[-1.15707, -2.69677, 3.04010], [0.34428, 7.78164, -1.21894], [1.08678, -3.41267, -3.11399], [0.63691, -1.93879, -1.91618], [-0.30034, -0.71160, 0.09830], [1.37561, 5.40074, -0.31508], [-3.39157, -5.37912, 3.65244], [-1.37547, 8.14342, -0.78397], [1.18579, -3.20343, -2.16255], [0.05656, 5.18933, -0.74163], [1.91495, -0.16395, -0.90018], [-0.23430, 3.88708, -1.12451], [1.53129, -1.99295, 0.03753], [-0.80900, -1.68378, 1.08115], [2.37642, 0.77006, 0.02304], [-2.23743, -5.54518, -1.24226], [-2.34426, -5.54711, 3.41211], [-0.23517, -1.34800, -2.83515], [1.59896, 6.40230, 0.00557], [-0.38227, -0.71061, 2.99018], [-1.23021, 3.65944, -1.43431], [1.77721, 0.11789, -1.85950], [-1.55418, -3.67552, -0.41352], [-0.51768, 7.48450, -0.60402], [2.01926, 3.11313, -0.64717], [2.33100, 4.40491, -0.28396], [0.73385, 2.89142, -1.10542], [-1.98411, -4.97527, -0.33278], [-0.92243, 6.15983, -0.87993], [3.85597, 2.28999, 0.06918], [3.36193, 1.82182, -1.58224], [-0.24337, 7.57675, 0.44428], [-0.60385, -1.88211, -3.57788], [0.42321, 1.95568, -1.44513], [-1.73374, -5.10072, 4.21010], [-1.55730, -3.54872, 2.05204], [3.00666, 2.01047, -0.55703], [-1.36268, -3.25490, -1.36612], [-1.32112, -2.96086, 0.80326], [-2.01929, -4.89899, 2.11169], [-0.77304, -1.54504, 2.45325], [-2.47046, -6.59856, 0.97920], [-1.01160, -0.49661, -0.69361], [3.32519, 4.67579, 0.05322], [2.23492, 0.70005, 1.23026], [0.99192, -1.21961, -0.53787], [-2.16331, -6.61670, 3.41736], [-0.01341, 0.23074, 0.57595], [-2.22000, -5.55941, 0.93472]], "atomic_forces_ev_per_a": [[-0.9, -0.7, 1.0], [-0.3, 0.0, 0.0], [0.1, -0.2, 0.8], [-0.1, -1.5, -0.7], [0.7, 0.8, 0.4], [-1.1, 1.2, -0.1], [-0.1, 0.0, 0.1], [0.2, -0.3, -0.1], [-0.3, 1.2, -0.9], [0.6, -0.3, -0.2], [0.2, 0.7, 0.5], [0.0, 0.2, 0.0], [-0.4, 0.5, 0.3], [0.1, 1.5, 1.5], [-0.4, 0.1, -0.1], [0.4, 0.3, 0.5], [0.4, 0.3, 0.7], [0.1, -0.4, -0.1], [0.5, 0.1, 0.1], [0.0, 0.0, 0.7], [-0.5, -0.2, -0.3], [0.6, 0.6, 0.2], [0.0, -0.2, 1.5], [0.0, 0.2, 0.1], [-0.4, 0.4, 0.1], [0.1, 0.3, 0.3], [-0.5, 1.5, 0.4], [-0.6, -0.2, 0.1], [0.7, -0.8, 0.1], [-0.1, -0.1, -0.1], [0.2, -0.1, 0.3], [0.1, 0.1, 0.2], [0.7, 0.5, 1.0], [-0.3, -1.5, -0.4], [-0.3, -0.2, -0.1], [0.1, -1.0, -1.4], [0.8, -0.5, -1.0], [0.0, 0.5, -0.6], [-0.4, -1.3, -0.5], [0.3, 1.2, 1.0], [0.3, -0.5, -2.9], [-0.4, -0.4, 0.0], [-0.3, 0.1, 0.0], [0.0, -0.2, 0.1], [-0.1, -0.8, -0.4], [0.2, -1.2, -1.1], [0.0, -0.1, -0.2], [-0.5, -0.1, 0.2], [0.5, 0.3, -1.0]], "nbo_charge": [-0.421, 0.177, 0.479, 1.144, -0.434, -0.245, 0.223, 0.201, -0.879, 0.278, -0.617, -0.226, 0.236, -0.097, 0.700, 0.210, -0.634, -0.924, 0.205, 0.215, 0.218, 0.390, -0.202, -0.253, -0.031, -0.198, -0.209, -0.210, -0.492, 0.243, 0.214, 0.174, 0.501, 0.205, 0.223, 0.326, -0.512, 0.197, -0.129, -0.041, 0.129, 0.207, 0.219, 0.211, -0.608, -0.398, 0.218, 0.241, -0.221]}